Record 1
# C3H7NO

An isolated molecule of C3H7NO (ωB97M-V/def2-TZVPD, the OMol25 dataset).

Results
Largest force on an atom (eV/A): 0.5
SMILES string: C/C=C(/N)O
LUMO level (Ha): 0.035
Orbital gap (eV): 8.56
Molar mass (g mol⁻¹): 73.1
Energy above the lowest of the compared OMol25 structures with the same formula, charge and spin (eV): 1.422

The geometry in XYZ format:
```
12
Properties=species:S:1:pos:R:3:forces:R:3
O -1.691647 0.473823 0.027396 0.03 -0.25 -0.09
N -0.492242 0.518318 -1.912387 0.03 0.16 0.03
C 0.637121 0.149453 0.188401 0.14 -0.18 -0.15
C 0.649815 -0.801617 1.359625 0.08 0.01 0.10
C -0.459842 0.396913 -0.549530 0.31 0.01 -0.02
H 0.387030 0.385832 -2.385581 -0.23 0.06 0.00
H -1.451944 0.661020 0.943796 -0.53 -0.02 0.09
H 1.598237 0.396745 -0.240062 0.06 -0.23 -0.25
H -0.347203 -1.168805 1.641336 0.19 0.22 -0.07
H 1.216873 -1.687930 1.039263 -0.09 0.09 0.25
H -1.191651 1.083819 -2.364534 0.10 0.13 0.15
H 1.145454 -0.407570 2.252279 -0.11 -0.02 -0.03
```
Forces are in eV/Å.

***

Record 2
# C2H4Cl2OS

A cluster of 2 separate species, C2H4Cl2OS in total (ωB97M-V/def2-TZVPD, the OMol25 dataset).

Results
Largest force on an atom (eV/A): 7.0
Multiplicity: 3
LUMO level (alpha / beta) (Ha): -0.013 / -0.092
Orbital gap (alpha / beta) (eV): 6.65 / 8.82
Molar mass (g mol⁻¹): 147.0
Energy above the lowest of the compared OMol25 structures with the same formula, charge and spin (eV): 1.004

The geometry in XYZ format:
```
10
Properties=species:S:1:pos:R:3:forces:R:3
Cl 2.481128 0.627668 1.468157 -0.29 -0.10 -0.66
Cl -0.296260 -2.210284 -1.058375 0.49 1.12 1.33
S 1.810868 0.379822 -0.503120 2.53 1.45 -0.29
O 0.993704 1.543546 -0.867404 1.13 0.02 -0.01
C -1.196546 0.111650 0.017095 4.27 5.14 1.96
C -0.208866 -0.928413 0.201507 -3.13 -2.38 -1.47
H -1.389383 0.882674 0.889055 0.07 -2.17 -1.24
H 0.347782 -1.120734 1.045879 1.08 -0.71 1.50
H -1.971325 -0.133719 -0.545963 -3.82 -1.23 -1.94
H -0.571102 0.847786 -0.646828 -2.31 -1.15 0.80
```
Forces are in eV/Å.

***

Record 3
# C2H6FPS2

A cluster of 2 separate species, C2H6FPS2 in total (ωB97M-V/def2-TZVPD, the OMol25 dataset).

Results
Largest force on an atom (eV/A): 3.5
Multiplicity: 3
LUMO level (alpha / beta) (Ha): 0.015 / -0.162
Orbital gap (alpha / beta) (eV): 4.75 / 4.22
Molar mass (g mol⁻¹): 144.2
Energy above the lowest of the compared OMol25 structures with the same formula, charge and spin (eV): 2.317

The geometry in XYZ format:
```
12
Properties=species:S:1:pos:R:3:forces:R:3
S -1.762104 -1.035296 0.952304 0.05 0.05 -0.15
S -1.522227 2.108175 0.729272 -0.66 0.57 0.22
P -1.648846 0.463751 -0.533064 0.15 -1.28 0.28
F -3.283230 0.559032 -0.975997 1.10 0.20 0.28
C 1.577374 0.102848 0.294060 -2.23 2.46 0.92
C 2.000036 -0.993578 -0.340189 1.03 -2.86 -1.63
H 1.320131 0.082249 1.317150 -0.18 0.20 0.98
H 2.225076 -1.940950 0.106694 -0.01 -0.17 0.42
H 2.153241 -0.939040 -1.382862 0.23 -0.09 -1.04
H -1.884894 -2.074292 0.118410 -0.11 0.01 -0.10
H 1.414910 1.001561 -0.251590 0.26 0.74 -0.13
H -0.589466 2.665540 -0.034188 0.38 0.18 -0.05
```
Forces are in eV/Å.

***

Record 4
# C8H11ClN2OS

A structure of composition C8H11ClN2OS (ωB97M-V/def2-TZVPD, the OMol25 dataset).

Results
Largest force on an atom (eV/A): 4.0
LUMO level (Ha): -0.002
Orbital gap (eV): 7.97
Molar mass (g mol⁻¹): 218.7
Energy above the lowest of the compared OMol25 structures with the same formula, charge and spin (eV): 0.000

The geometry in XYZ format:
```
24
Properties=species:S:1:pos:R:3:forces:R:3
Cl 1.025829 3.105708 0.071351 0.09 0.25 -0.01
S 3.615468 -1.231077 -0.369860 -1.35 0.45 0.12
O 4.877145 -0.968147 0.323024 0.94 0.03 0.29
N 0.102445 -0.256712 1.133303 0.07 -0.68 -0.08
N -0.616967 0.839157 0.627424 2.40 2.45 -2.07
C 0.626366 1.534794 -0.540560 -2.64 -1.38 2.23
C 2.885222 0.347402 -0.928258 -0.32 -0.56 0.21
C -2.891967 0.104174 0.968658 0.10 0.29 -0.18
C -1.840213 0.483792 -0.079011 -0.24 -0.57 -0.15
C 2.274851 -1.422076 0.809348 0.18 0.05 -0.60
C -1.706180 -0.629881 -1.124442 0.04 0.30 0.14
C 1.678533 0.515100 -0.397200 0.27 0.00 -0.18
C 1.312695 -0.509296 0.585992 0.17 -0.11 0.24
H -2.875959 0.817696 1.789706 -0.04 0.04 0.03
H -2.622054 -0.690049 -1.707267 -0.06 -0.08 -0.08
H 0.118631 1.612943 -1.495850 0.02 -0.02 0.02
H -0.424573 -0.937963 1.654068 0.11 0.05 0.05
H 2.243205 -2.264747 1.469128 0.11 -0.24 0.12
H -3.881226 0.110445 0.517617 -0.11 -0.11 0.00
H -0.876285 -0.444953 -1.805577 0.02 -0.02 -0.09
H -2.703842 -0.891142 1.366350 -0.02 -0.15 0.05
H -1.542164 -1.592587 -0.643665 0.03 -0.08 -0.01
H 3.380594 0.955743 -1.661292 0.18 0.09 -0.10
H -2.159559 1.411681 -0.562996 0.07 -0.02 0.05
```
Forces are in eV/Å.

***

Record 5
# C26H48BClF4N7O4S2

A cluster of 2 separate species, C26H48BClF4N7O4S2 in total (ωB97M-V/def2-TZVPD, the OMol25 dataset).

Results
Charge: +1
Largest force on an atom (eV/A): 11.0
LUMO level (Ha): -0.212
Orbital gap (eV): 5.90
Molar mass (g mol⁻¹): 709.1

The geometry in XYZ format:
```
93
Properties=species:S:1:pos:R:3:forces:R:3
Cl -1.374177 2.857790 -1.256183 1.21 0.42 1.56
S -2.904420 4.569289 1.384898 -0.74 -0.81 -0.38
S -3.301656 1.620838 0.858988 0.23 -0.63 0.76
F -3.047096 1.712944 5.097112 2.56 -3.73 -1.52
F -3.426837 -0.365796 4.006166 3.39 2.58 2.21
F -1.142175 0.228486 7.076158 -3.01 -1.94 -2.89
F -2.419934 -1.755853 6.246995 1.13 4.34 -0.18
O 2.855510 1.515320 3.330525 -2.17 3.50 -1.31
O 0.508926 -1.840081 0.683374 -4.73 9.90 -0.82
O 5.468183 -2.609965 -1.147520 -0.51 0.03 -0.64
O 4.211996 -3.153504 -2.979768 0.95 0.01 1.95
N -1.117068 0.443019 3.991283 1.45 2.41 -2.28
N -0.114714 4.386227 0.596894 0.64 -1.07 -1.14
N 1.449101 3.626067 3.609705 0.38 -0.88 0.06
N 0.539659 1.444269 2.267169 -2.12 -0.66 2.51
N -0.888152 -2.033194 3.403387 0.57 0.39 1.64
N -1.565362 2.702750 2.866082 0.38 -3.00 0.96
N -0.229034 0.633997 -0.029746 1.68 -6.39 5.39
C -0.700782 3.009566 0.507336 -0.49 0.14 -0.14
C 4.162602 -4.559635 -1.011298 -0.34 -0.12 0.40
C 0.382402 1.769256 0.827145 -0.95 1.62 -3.30
C 2.237146 -0.703719 -2.710789 -0.17 0.14 -1.60
C 2.944438 1.082497 -0.029810 1.64 0.13 0.41
C -3.192197 0.575102 -4.332611 -0.66 0.18 0.18
C -2.743000 -1.001095 -4.012119 -0.50 0.81 -0.73
C -2.319821 -0.284514 6.279652 -0.75 -0.10 2.00
C 4.574781 -4.134056 0.375208 -0.30 -0.41 0.78
C -4.829155 0.764943 -4.445291 -0.71 1.37 0.26
C -2.040486 2.865995 1.458517 0.92 0.38 -1.28
C 0.749066 -0.434017 -3.401274 0.78 -0.86 0.04
C -5.783620 -0.182071 -2.164079 0.46 0.20 0.22
C 3.037660 0.725857 -2.772084 0.34 0.29 0.30
C -0.252353 -0.829508 4.132752 1.87 -2.51 -0.69
C 0.037724 -3.260450 3.526063 0.46 0.61 -1.38
C -0.021012 -0.592129 0.538652 4.40 -3.37 -3.00
C -1.320800 -1.419708 -4.724258 -0.43 -0.01 -0.13
C 3.871009 1.117243 -1.416324 -0.29 -0.68 0.30
C -2.400240 0.436108 4.772077 -3.49 -0.34 0.84
C 1.744095 2.179859 0.000546 0.68 -0.57 -1.16
C -5.529202 1.219078 -3.008669 0.10 -1.08 0.06
C -0.127932 -1.814583 -3.623653 -1.27 1.08 -1.03
C -0.725454 1.457762 3.096698 -1.27 1.19 -0.73
C 4.578579 -3.381315 -1.838760 -0.48 0.20 -2.25
C 5.748431 -3.228709 0.107229 0.49 0.08 0.59
B 1.559665 2.227518 3.038003 4.52 -0.61 1.35
H 3.688444 1.358827 0.861755 -1.63 -0.77 -1.89
H -1.533701 -2.312077 -5.485701 0.54 1.83 1.81
H 4.403536 2.158450 -1.505181 -1.05 -1.97 0.05
H 2.176310 -1.198025 -1.652128 0.02 1.07 -1.89
H -2.741364 0.978313 -5.337473 -0.66 -1.02 1.92
H 1.056487 -2.912031 3.017859 -2.00 -0.98 1.37
H 4.818382 -4.970663 1.035434 0.02 0.17 -0.05
H -3.582191 -1.674437 -4.477329 1.52 1.22 1.10
H -4.188362 4.384653 0.789177 1.66 -0.59 0.85
H -0.714830 -2.159186 -2.652066 1.60 0.55 -1.91
H 4.712640 -5.443499 -1.346048 -0.14 0.06 -0.11
H -5.922346 -1.100387 -2.890089 0.16 1.93 1.47
H -3.266683 0.091303 6.904003 2.22 -0.90 -1.65
H 1.341795 3.528072 4.657880 0.27 0.49 -1.47
H -1.004344 -0.500308 -5.400348 -0.39 -1.94 1.45
H 0.966878 -0.016384 -4.496827 -0.49 -0.69 2.48
H -6.551774 1.806065 -3.165703 2.29 -1.31 0.22
H -4.775639 1.890314 -2.382357 -1.67 -1.25 -1.40
H 3.084879 -4.726163 -1.076060 0.25 -0.11 -0.34
H -1.161440 3.556331 3.297566 0.02 -0.79 -0.45
H 4.696956 0.278586 -1.277303 -1.62 1.83 -0.17
H -2.748083 -1.118229 -2.847596 0.15 -0.03 -2.19
H 2.651510 -0.031642 0.127067 0.04 2.12 -0.19
H 0.218460 4.638822 -0.380730 -0.65 -0.30 1.76
H -0.413323 -4.069350 2.792950 0.91 1.56 1.83
H 0.166937 -3.631532 4.627731 -0.15 0.59 -2.13
H 2.322230 4.199221 3.414849 -1.45 -0.96 0.60
H -6.689098 -0.131772 -1.422421 1.74 -0.04 -1.43
H 3.515226 2.284818 3.457608 -1.29 -2.03 0.16
H 0.707509 4.469977 1.227917 -0.95 -0.40 -0.46
H -2.747810 0.308847 0.847938 0.01 1.85 0.21
H 3.763002 -3.561375 0.840034 0.12 -0.07 -0.03
H 2.247165 1.560310 -2.997792 1.50 -1.40 0.34
H 1.395162 2.306255 -1.135752 0.39 -0.24 2.64
H 0.056525 -1.072107 5.234817 -1.15 0.98 -1.65
H -5.105701 1.634177 -5.209983 0.88 -1.86 1.46
H 0.481552 -2.684892 -4.118082 -0.86 1.76 1.34
H -5.397106 -0.188763 -4.818565 1.30 1.69 0.64
H 0.802672 -0.728529 3.582190 -2.53 0.51 1.04
H 2.797689 -1.462041 -3.430155 -1.21 1.56 1.78
H 5.857349 -2.462306 0.880134 0.09 0.02 -0.30
H -1.783075 -2.316924 3.848172 0.74 0.57 -0.21
H 6.689362 -3.782273 0.021318 -0.07 0.06 -0.01
H 2.214993 3.210968 0.290261 -1.09 -1.91 -0.20
H -2.833005 1.305953 -3.461697 -0.59 -1.61 -1.87
H -4.805585 -0.378318 -1.542599 -1.90 0.18 -1.09
H 3.821403 0.720028 -3.660678 -1.75 0.02 1.81
H 0.166109 0.375049 -2.760380 0.99 -1.68 -1.44
```
Forces are in eV/Å.

***

Record 6
# C5H11N2S

The ion C5H11N2S with charge +1 (ωB97M-V/def2-TZVPD, the OMol25 dataset).

Results
Charge: +1
Largest force on an atom (eV/A): 4.1
LUMO level (alpha / beta) (Ha): -0.186 / -0.186
Orbital gap (alpha / beta) (eV): 7.18 / 7.18
Molar mass (g mol⁻¹): 131.2
Energy above the lowest of the compared OMol25 structures with the same formula, charge and spin (eV): 3.548

The geometry in XYZ format:
```
19
Properties=species:S:1:pos:R:3:forces:R:3
S -1.352682 1.616192 -0.105622 -0.85 -0.17 -1.05
N 1.546951 -1.052268 -0.854759 2.97 -1.84 -0.26
N 2.425556 -0.678527 1.244099 -0.10 0.05 -0.66
C -1.913628 2.251804 1.496783 -3.14 2.05 -1.58
C 1.476092 -0.551734 0.347096 -2.03 0.93 1.17
C -0.975105 -1.001067 -1.114500 2.45 -0.56 0.86
C -1.194659 -0.051772 0.005455 1.92 2.02 -0.64
C 0.513154 -0.834256 -1.787856 -2.18 2.52 2.34
H 0.622183 -1.383290 -2.643556 0.06 -1.89 -1.92
H 2.411327 -1.540416 -1.262599 -1.43 0.76 0.92
H 2.511943 -0.189407 2.112240 -0.71 0.19 0.16
H -1.535515 -0.752697 -1.979817 -1.36 -0.29 -0.47
H 3.259688 -1.099191 0.960653 1.88 -0.86 -0.32
H 0.562539 0.207910 -2.097306 -0.21 0.25 -0.22
H -1.942723 3.413641 1.376506 0.54 -2.14 0.19
H -1.023687 -0.286644 1.011945 -0.52 -1.33 1.34
H -1.318372 1.938638 2.287122 1.06 -0.47 1.47
H -1.036615 -2.021666 -0.640647 -0.29 0.83 -1.12
H -3.036446 2.014750 1.644763 1.96 -0.03 -0.20
```
Forces are in eV/Å.

***

- Which of these has the lowest largest force on an atom?
  C3H7NO